Here is a structure of composition C34H43N7O2OsS from the Open Molecules 2025 dataset. Energies are from ωB97M-V/def2-TZVPD.

Structure (XYZ):
```
88
C34H43N7O2OsS | the Open Molecules 2025 dataset | ωB97M-V/def2-TZVPD
Os 1.000 -0.632 -0.172
C 4.342 1.037 -1.328
C 3.780 1.303 0.071
C 4.141 2.698 0.587
C 4.249 0.237 1.036
C 5.603 0.096 1.282
C 6.074 -0.876 2.149
C 5.181 -1.712 2.795
C 3.811 -1.603 2.601
C 2.916 -2.586 3.306
C 2.583 -3.717 2.326
C 1.684 -1.947 3.935
C 3.333 -0.599 1.726
N 1.973 -0.271 1.586
C 1.542 0.789 2.339
O 2.109 1.236 3.310
C 0.305 1.410 1.745
C -0.383 2.498 2.268
C -1.399 3.066 1.506
C -1.706 2.531 0.258
C -0.977 1.442 -0.199
N 0.007 0.918 0.539
C -1.100 0.825 -1.569
O -2.040 1.027 -2.305
N -0.037 -0.007 -1.855
C 0.377 -0.088 -3.172
C 0.729 -1.321 -3.788
C 1.024 -1.336 -5.138
C 0.984 -0.178 -5.908
C 0.719 1.033 -5.300
C 0.476 1.120 -3.939
C 0.460 2.491 -3.314
C 1.754 3.240 -3.667
C -0.758 3.299 -3.770
C 0.716 -2.651 -3.067
C 1.836 -2.754 -2.025
C -0.684 -2.972 -2.542
H 4.066 1.845 -2.001
H 3.943 0.100 -1.722
H 5.425 0.970 -1.310
H 2.678 1.262 -0.024
H 5.211 2.874 0.523
H 3.839 2.808 1.627
H 3.640 3.464 -0.002
H 6.307 0.762 0.810
H 7.134 -0.992 2.313
H 5.556 -2.457 3.479
H 3.497 -3.013 4.129
H 2.252 -3.288 1.378
H 1.795 -4.354 2.716
H 3.460 -4.329 2.135
H 0.919 -1.729 3.190
H 1.963 -1.021 4.436
H 1.256 -2.618 4.677
H -0.104 2.877 3.240
H -1.930 3.932 1.869
H -2.480 2.947 -0.369
H 1.260 -2.275 -5.618
H 1.193 -0.226 -6.964
H 0.731 1.933 -5.891
H 0.434 2.398 -2.220
H 1.790 3.482 -4.723
H 2.625 2.632 -3.431
H 1.815 4.170 -3.108
H -0.749 3.450 -4.845
H -0.753 4.273 -3.287
H -1.675 2.769 -3.513
H 0.956 -3.415 -3.814
H 1.790 -1.957 -1.218
H 2.803 -2.638 -2.514
H 1.803 -3.722 -1.527
H -1.015 -2.239 -1.809
H -0.705 -3.965 -2.100
H -1.388 -2.965 -3.371
C -5.185 -1.744 1.770
C -3.974 -2.521 1.460
N -3.875 -3.807 1.387
N -2.592 -4.087 1.124
C -1.851 -2.970 1.031
S -0.197 -2.909 0.787
N -2.729 -1.949 1.241
N -2.379 -0.607 1.206
H -5.999 -2.435 1.975
H -5.471 -1.102 0.937
H -5.015 -1.116 2.647
H -2.288 -5.050 1.054
H -2.308 -0.226 2.150
H -3.096 -0.090 0.698
```

## Properties
Energy in a.u.: -2343.42959
HOMO energy (spin up / spin down) in eV: -13.68 / -13.67
Charge: +2

---

Here is a cluster of 2 separate species, C5H14 in total from the Open Molecules 2025 dataset. Energies are from ωB97M-V/def2-TZVPD.

Structure (XYZ):
```
19
C5H14 | the Open Molecules 2025 dataset | ωB97M-V/def2-TZVPD
C -0.784 0.304 3.193
C -0.152 0.030 1.824
C 0.872 0.898 1.102
H -1.892 0.434 2.894
H -0.730 -0.659 3.803
H -0.505 1.283 3.692
H -1.032 -0.089 0.985
H 0.260 -1.023 1.555
H 1.524 0.281 0.528
H 1.580 1.507 1.829
H 0.588 1.684 0.417
C 0.161 -0.098 -2.349
C -0.099 -1.111 -3.453
H -0.579 0.785 -2.503
H 0.155 -0.529 -1.371
H 1.232 0.302 -2.469
H 0.446 -2.092 -3.438
H 0.147 -0.579 -4.324
H -1.182 -1.439 -3.498
```

## Properties
Energy in a.u.: -198.82441
Structure (SMILES): CCC.CC
HOMO energy in eV: -10.22
Energy relative to the best compared isomer or geometry (same formula, charge and spin) in kJ/mol: 170.0

---

Here is a structure of composition Cl3N2O18Tl from the Open Molecules 2025 dataset. Energies are from ωB97M-V/def2-TZVPD.

Structure (XYZ):
```
24
Cl3N2O18Tl | the Open Molecules 2025 dataset | ωB97M-V/def2-TZVPD
Tl 0.006 -1.236 3.685
N 0.621 -1.223 -0.114
O 1.501 -1.267 -0.947
O -0.458 -1.778 -0.202
O 0.768 -0.506 0.924
N 2.002 2.006 -1.792
O 3.131 1.797 -1.436
O 1.404 3.072 -1.537
O 1.357 1.120 -2.340
Cl -0.220 3.240 2.752
O 0.796 3.119 3.709
O -0.380 1.861 2.265
O -1.449 3.597 3.302
O 0.170 4.074 1.645
Cl 1.931 -2.557 -4.220
O 0.675 -2.375 -3.565
O 2.676 -1.403 -4.459
O 2.928 -3.167 -3.176
O 1.948 -3.659 -5.182
Cl -3.912 -1.000 2.133
O -2.758 -1.789 1.785
O -4.964 -1.720 2.843
O -3.335 0.038 2.976
O -4.438 -0.246 0.953
```

## Properties
Energy in a.u.: -3015.64854
HOMO energy in eV: -4.05
Charge: -2
Energy relative to the best compared isomer or geometry (same formula, charge and spin) in kJ/mol: 0.0

---

Here is a structure of composition C5H6ClN from the Open Molecules 2025 dataset. Energies are from ωB97M-V/def2-TZVPD.

Structure (XYZ):
```
13
C5H6ClN | the Open Molecules 2025 dataset | ωB97M-V/def2-TZVPD
C -0.382 -0.723 0.003
C 0.724 -0.300 0.996
C 0.730 -0.303 -0.994
C 0.909 1.170 -0.662
C 0.903 1.190 0.652
H -0.576 -1.817 0.000
H 0.774 -0.621 2.037
H 1.583 -1.907 0.014
H 0.772 -0.644 -2.006
H 0.998 1.988 -1.379
H 1.002 1.984 1.381
N 1.701 -0.898 0.001
Cl -1.986 0.065 -0.001
```

## Properties
Energy in a.u.: -708.98267
HOMO energy in eV: -9.53
Energy relative to the best compared isomer or geometry (same formula, charge and spin) in kJ/mol: 214.0

---

Here is the ion CH7N4S with charge +1 from the Open Molecules 2025 dataset. Energies are from ωB97M-V/def2-TZVPD.

Structure (XYZ):
```
13
CH7N4S | the Open Molecules 2025 dataset | ωB97M-V/def2-TZVPD
C -0.835 0.887 -0.099
N -2.045 1.201 0.358
N 1.395 -1.767 -0.288
N 0.104 -0.073 0.716
N 1.230 -0.402 -0.035
S -0.127 1.541 -1.462
H -2.743 1.398 -0.359
H -2.275 0.771 1.216
H 0.979 -2.412 0.394
H 1.007 -1.892 -1.211
H 0.151 0.218 1.677
H 0.996 0.676 -1.260
H 2.162 -0.147 0.354
```

## Properties
Energy in a.u.: -659.17447
HOMO energy in eV: -14.24
Charge: +1
Energy relative to the best compared isomer or geometry (same formula, charge and spin) in kJ/mol: 170.3

---

Here is a structure of composition C20H16AuNO5P from the Open Molecules 2025 dataset. Energies are from ωB97M-V/def2-TZVPD.

Structure (XYZ):
```
44
C20H16AuNO5P | the Open Molecules 2025 dataset | ωB97M-V/def2-TZVPD
Au 1.659 2.037 -0.282
N 1.578 1.911 1.738
C 0.722 0.968 2.423
C 0.637 0.956 3.808
C -0.155 0.013 4.440
C -0.853 -0.925 3.692
C -0.752 -0.928 2.310
C 0.044 0.007 1.656
P 0.280 0.144 -0.155
C 1.010 -1.473 -0.572
C 0.320 -2.686 -0.559
C 0.957 -3.870 -0.896
C 2.300 -3.859 -1.255
C 2.999 -2.661 -1.271
C 2.358 -1.476 -0.931
C -1.409 0.074 -0.827
C -2.461 0.723 -0.177
C -3.740 0.728 -0.712
C -3.991 0.097 -1.922
C -2.951 -0.527 -2.597
C -1.672 -0.526 -2.060
H 1.505 2.848 2.148
H 2.566 1.797 2.026
H 1.183 1.682 4.400
H -0.229 0.008 5.521
H -1.476 -1.660 4.188
H -1.310 -1.663 1.743
H -0.731 -2.719 -0.293
H 0.405 -4.802 -0.882
H 2.799 -4.784 -1.520
H 4.045 -2.644 -1.550
H 2.920 -0.543 -0.948
H -2.287 1.250 0.755
H -4.539 1.239 -0.188
H -4.989 0.105 -2.344
H -3.132 -1.005 -3.552
H -0.873 -0.994 -2.624
O 0.771 3.357 -3.812
C 0.951 3.083 -2.651
O 1.661 2.073 -2.225
C 0.281 4.009 -1.545
O -0.381 4.951 -1.929
O 0.491 3.686 -0.316
O 3.488 2.003 -0.252
```

## Properties
Energy in a.u.: -1679.64067
HOMO energy (spin up / spin down) in eV: -3.16 / -3.17
Charge: -1
Energy relative to the best compared isomer or geometry (same formula, charge and spin) in kJ/mol: 448.5

---

Maximum force across the listed records, respectively: 3.42, 5.15, 8.43, 1.34, 4.50, 4.23 eV/Å.